Formula: C31H38SbV
Source: the Open Molecules 2025 dataset
Level of theory: ωB97M-V/def2-TZVPD

Structure (XYZ):
```
71
Properties=species:S:1:pos:R:3:mulliken_spin:R:1
H 0.972 1.269 -4.644 0.00
H -0.493 4.527 -2.926 0.00
H 1.597 2.702 -0.525 0.00
C -2.927 -0.826 1.028 0.00
H -1.837 -3.955 -1.959 -0.01
H 2.590 -2.374 -1.155 -0.01
H 3.116 -1.152 -4.127 0.00
H 3.221 -0.966 -2.356 -0.01
H 1.725 -3.908 -1.520 0.00
C -1.590 1.971 2.956 0.00
C 1.248 -1.021 -3.069 -0.03
H -5.005 -1.372 0.804 0.00
C 0.756 -2.061 -2.163 0.03
H -0.583 -2.601 2.734 0.00
H 2.741 0.439 -3.368 0.00
C 0.314 3.995 3.100 0.00
H -2.478 -2.437 -1.232 0.00
H 1.115 -2.822 -0.194 0.00
C -3.902 -2.799 2.014 0.00
H -0.716 1.134 -4.907 0.00
H -2.363 1.205 2.877 0.00
C 1.656 -0.595 2.444 -0.01
H 1.182 1.360 -0.145 -0.04
C -2.467 -0.791 -3.589 0.01
H -0.635 3.109 -0.925 0.01
H 0.562 -0.233 4.262 0.00
H 0.412 0.078 -5.757 0.00
H 1.042 4.621 -2.022 0.00
H -3.065 0.076 0.417 0.00
C 3.841 -1.173 4.119 0.00
H -0.761 2.135 -2.383 0.00
H 4.926 -1.601 2.291 0.00
C 1.122 1.939 -1.151 0.06
H -2.549 0.187 -4.014 0.00
C -0.126 2.725 -1.749 0.02
C -0.686 -2.114 -2.316 -0.20
H -4.745 -3.473 2.118 0.00
C 1.532 -0.504 3.829 0.00
H 2.962 -1.115 0.822 0.01
H 1.485 2.809 1.747 0.00
C -1.085 -1.090 -3.249 0.05
C -1.569 -2.984 -1.503 0.03
C 2.893 -1.010 1.892 -0.01
H 1.790 1.685 -1.980 0.02
C 1.586 -2.863 -1.206 0.00
C -0.875 4.100 3.819 0.00
C -1.557 -2.312 2.310 0.00
C 2.665 -0.653 -3.254 0.03
C 3.983 -1.288 2.725 0.00
C -1.828 3.098 3.741 0.00
H -1.065 -3.202 -0.547 0.00
Sb 0.085 0.055 1.175 -0.07
H -2.905 -1.515 -4.254 0.00
C -2.660 -3.139 2.543 0.00
C 0.389 3.958 -2.610 0.00
H -2.786 3.184 4.283 0.00
H 2.483 -0.696 5.743 0.00
C 0.182 0.549 -4.811 0.04
C 0.095 -0.459 -3.756 -0.07
C 0.544 2.870 2.326 0.00
H 1.074 4.795 3.114 0.00
H -3.096 -0.718 -2.727 0.00
C -4.034 -1.648 1.251 0.00
C 2.603 -0.778 4.689 0.00
C -1.688 -1.126 1.598 0.00
H 0.939 3.660 -3.530 0.00
C -0.374 1.831 2.275 0.00
H -1.069 4.996 4.402 0.00
H 4.661 -1.365 4.758 0.00
V -0.029 -0.257 -1.711 2.14
H -2.541 -4.065 3.126 0.00
```

Results
⟨S²⟩   2.04
E   -64970.0173 eV
Gap between HOMO and LUMO (alpha / beta)   5.9 / 6.7 eV
Net charge   +2
Spin multiplicity   3